1.
DFT (ωB97M-V with the def2-TZVPD basis set) results for a molecular structure, C17H32BN3O8S3.

The geometry in XYZ format:
```
64
Properties=species:S:1:pos:R:3:forces:R:3:nbo_charge:R:1
C -0.163 2.230 -0.199 0.0783 -0.2249 0.1905 -0.640
C -1.510 2.745 0.458 1.5271 1.1075 0.3729 -0.081
O -2.578 2.924 -0.485 -0.5122 -0.6771 0.7473 -0.538
C -3.670 2.014 -0.248 0.6210 -0.8449 -0.4244 -0.091
C -3.101 0.551 -0.442 -0.8830 -0.0590 1.4935 -0.018
C -3.071 -0.318 0.708 1.1309 -0.0508 -3.3668 -0.266
C -2.483 -1.720 0.554 -0.3636 1.7363 -2.4842 0.228
N -2.477 -2.570 1.735 -0.5390 0.9218 -0.2925 -0.842
C -1.964 -2.120 -0.742 -0.8013 0.1839 1.0771 -0.442
B -1.290 -3.573 -0.938 0.3069 0.0172 0.0842 1.083
O -1.885 -4.711 -0.296 1.3297 1.3867 0.0338 -0.945
C 0.053 -3.675 -1.833 -0.2924 0.0843 -0.3261 -0.800
C -0.350 -4.443 -3.195 -0.2821 0.2624 0.3537 -0.601
C -2.025 -1.206 -1.932 -0.6180 2.4227 -0.7431 0.127
N -1.622 -1.389 -3.243 -0.8837 1.4568 1.5882 -0.591
S -1.942 0.027 -4.075 -0.3276 -0.4925 1.6333 0.844
N -2.643 1.029 -2.904 1.2525 -3.9272 0.8407 -0.561
C -2.604 0.192 -1.815 -0.3302 -0.5845 2.0603 0.157
H -0.305 1.338 -0.865 -0.0340 0.7980 0.5994 0.208
H 0.565 1.914 0.610 -0.8750 0.4159 -0.7563 0.213
H 0.354 3.032 -0.800 -0.7567 -0.7570 0.5791 0.213
H -1.784 2.126 1.359 0.0469 0.3959 -1.0724 0.173
H -1.269 3.776 0.862 -0.3924 -1.1258 -0.3243 0.197
H -4.099 2.154 0.784 0.4745 -0.2440 -0.7854 0.171
H -4.490 2.237 -0.986 1.0204 -0.1648 0.5732 0.212
H -3.465 0.074 1.683 0.4497 -0.5796 -1.0278 0.220
H -2.509 -1.909 2.526 0.2160 -0.5606 -0.3057 0.363
H -3.382 -3.061 1.809 0.6335 0.0134 -0.3488 0.383
H -1.521 -4.668 0.616 -0.5847 -0.2512 -0.4419 0.506
H 0.437 -2.640 -2.072 -0.3031 -1.1580 0.2245 0.228
H 0.874 -4.215 -1.282 -0.8311 0.4045 -0.5873 0.246
H -1.426 -4.776 -3.071 1.2483 -0.1207 -0.4198 0.197
H -0.353 -3.754 -4.082 0.1539 -0.5801 0.9776 0.222
H 0.336 -5.310 -3.408 -0.8695 0.8219 0.2687 0.220
O 0.324 4.870 5.583 -0.0532 0.0215 -0.4325 -0.931
S -0.904 4.900 4.842 -0.4544 0.2878 0.3424 2.377
O -0.967 4.465 3.477 0.2901 0.0120 0.2130 -0.935
O -1.538 6.372 4.954 -0.1266 -0.6258 0.1879 -0.720
C -0.746 7.490 4.532 0.5086 0.5813 -0.4763 -0.077
C -0.629 7.564 3.021 0.0416 -0.2148 -0.1644 -0.642
C -2.147 4.043 5.757 -0.1516 0.0970 0.0671 -0.885
H 0.239 7.454 5.004 -0.0707 -0.1707 0.0431 0.197
H -1.249 8.385 4.898 -0.1722 -0.2682 0.1796 0.196
H -0.075 6.713 2.624 0.0047 0.0457 0.0262 0.228
H -0.105 8.474 2.721 -0.0620 0.0202 0.1071 0.218
H -1.617 7.554 2.557 0.0398 0.0715 0.0520 0.218
H -2.132 4.386 6.790 0.0264 0.0192 -0.0843 0.253
H -1.914 2.979 5.711 0.1069 0.0904 -0.0649 0.253
H -3.115 4.231 5.296 0.0715 0.0159 0.0015 0.252
O 3.470 -5.297 -3.828 -0.0634 0.3780 0.2392 -0.931
S 4.127 -4.944 -2.603 0.5007 -0.1983 0.1548 2.374
O 3.514 -4.072 -1.643 -0.0449 -0.1651 -0.4304 -0.931
O 5.599 -4.397 -2.944 -0.2782 -0.4993 0.2759 -0.720
C 5.721 -3.284 -3.840 -0.0703 0.7957 -0.3944 -0.077
C 5.297 -1.982 -3.186 -0.2264 0.0359 0.1556 -0.642
C 4.616 -6.424 -1.773 0.1963 -0.0402 0.0133 -0.885
H 5.153 -3.471 -4.755 -0.0602 -0.1377 0.1115 0.197
H 6.773 -3.220 -4.118 -0.0201 -0.3255 0.1598 0.195
H 4.233 -1.985 -2.949 0.0344 0.0007 -0.0377 0.230
H 5.489 -1.138 -3.851 0.0841 -0.0901 -0.0226 0.217
H 5.837 -1.827 -2.250 0.0374 0.0015 -0.0899 0.216
H 5.112 -7.085 -2.481 -0.0271 0.0840 0.0140 0.251
H 3.714 -6.897 -1.386 -0.0284 0.1296 -0.0825 0.256
H 5.279 -6.162 -0.951 -0.0424 0.0213 -0.0553 0.252
```
Positions in Å, forces in eV/Å.

The frontier orbital gap comes out at 7.8 eV. The relative energy (zero: lowest compared OMol25 entry of this formula, charge and spin) is 43.3 kcal per mole. As for the net charge: 0.



2.
DFT (ωB97M-V with the def2-TZVPD basis set) results for a molecular structure, C17H32Cl2HgO2P2.

The geometry in XYZ format:
```
56
Properties=species:S:1:pos:R:3:forces:R:3:nbo_charge:R:1
P 0.195 -1.393 -6.622 -0.0547 -0.7280 -0.2763 0.781
P 0.010 1.794 -6.510 0.0206 0.7507 -0.1945 0.777
C -0.202 -0.475 -8.197 -0.0844 -0.0330 0.0955 -0.705
C 0.282 0.981 -8.168 0.0913 0.0079 0.1046 -0.704
H -1.292 -0.499 -8.318 0.1109 -0.0266 0.0667 0.222
H 0.232 -1.013 -9.050 -0.1684 0.0837 0.1063 0.222
H 1.359 1.016 -8.371 -0.1047 0.0234 0.0777 0.223
H -0.216 1.573 -8.948 0.1754 -0.0855 0.0932 0.223
C -1.593 2.662 -6.859 0.0989 -0.0504 0.0304 -0.934
H -1.814 3.354 -6.040 0.0201 -0.0882 -0.0958 0.232
H -2.409 1.934 -6.908 0.0765 0.0686 -0.0082 0.228
H -1.560 3.226 -7.800 0.0035 -0.0901 0.1470 0.216
C 1.163 3.234 -6.716 -0.1370 -0.0526 -0.0755 -0.933
H 0.992 3.768 -7.659 0.0429 -0.0622 0.1346 0.216
H 2.198 2.878 -6.693 -0.1284 0.0387 0.0004 0.230
H 1.028 3.931 -5.884 0.0050 -0.0863 -0.1121 0.232
C -0.968 -2.824 -6.837 0.1334 0.0495 -0.0925 -0.933
H -0.769 -3.575 -6.065 -0.0113 0.0972 -0.1033 0.232
H -0.867 -3.294 -7.823 -0.0369 0.0484 0.1383 0.216
H -1.998 -2.478 -6.712 0.1237 -0.0361 -0.0143 0.228
C 1.769 -2.227 -7.148 -0.1000 0.0476 0.0443 -0.933
H 2.577 -1.491 -7.209 -0.0776 -0.0709 -0.0039 0.229
H 1.666 -2.726 -8.119 0.0046 0.0813 0.1534 0.215
H 2.052 -2.970 -6.395 -0.0264 0.0988 -0.0893 0.233
Hg 0.000 0.000 0.000 0.5548 -1.7513 1.7259 1.557
C 0.664 1.530 -1.476 -1.1408 1.6603 -1.8733 -0.246
C -0.723 1.464 -1.554 1.0129 1.6055 -1.6752 -0.282
C -1.501 0.746 -2.645 0.1670 -0.1247 0.0486 -0.452
C -1.878 -0.708 -2.271 0.0939 0.1652 0.2337 -0.454
C -0.811 -1.443 -1.490 1.2866 -2.0176 -3.0034 -0.244
C 0.562 -1.368 -1.703 -1.4994 -2.1541 -2.8086 -0.278
C 1.228 -0.585 -2.822 -0.2889 0.0623 0.1006 -0.463
C 1.645 0.846 -2.403 0.0297 -0.2258 0.2586 -0.459
C 0.084 -1.467 1.469 -0.1298 -1.5970 1.4871 -1.269
H 1.092 2.318 -0.860 -0.1240 -0.3021 0.2895 0.260
H -1.284 2.187 -0.967 0.1315 -0.1975 0.2429 0.251
H -0.930 0.764 -3.578 -0.0580 0.0103 0.1351 0.234
H -2.424 1.303 -2.840 0.1467 -0.0448 0.1014 0.232
H -2.780 -0.690 -1.651 0.0325 -0.0214 -0.0615 0.220
H -2.139 -1.270 -3.181 0.1437 0.0942 0.2154 0.243
H -1.176 -2.268 -0.881 0.1603 0.3588 0.2603 0.244
H 1.177 -2.122 -1.218 -0.0914 0.3132 0.2916 0.241
H 0.566 -0.549 -3.691 0.1670 0.0003 0.1064 0.237
H 2.124 -1.126 -3.141 -0.1363 0.0645 0.0890 0.232
H 2.605 0.793 -1.878 -0.0876 0.0702 -0.0225 0.233
H 1.815 1.461 -3.299 -0.1716 -0.0796 0.2154 0.246
H 0.799 -1.202 2.254 -0.1183 -0.0351 -0.1069 0.231
H 0.359 -2.444 1.050 -0.0727 0.0042 0.1796 0.183
H -0.907 -1.555 1.933 0.1501 -0.1595 0.0875 0.212
Cl 0.297 4.286 2.554 0.1702 0.0073 -0.0359 -0.019
C 0.969 2.762 3.185 0.4912 0.4146 0.8357 -0.301
Cl -0.071 2.157 4.498 0.1857 -0.0039 -0.0208 -0.006
C 1.045 1.748 2.090 1.7596 -3.7842 -3.7591 0.722
O 2.202 1.234 1.745 -3.5819 2.3207 1.5203 -0.705
O -0.050 1.369 1.470 1.6812 5.4828 5.1269 -0.866
H 1.982 2.961 3.595 -0.8412 -0.1215 -0.3113 0.253
```
Positions in Å, forces in eV/Å.

The frontier orbital gap comes out at 5.9 eV. The relative energy (zero: lowest compared OMol25 entry of this formula, charge and spin) is 49.9 kcal per mole. As for the net charge: 0.